# 1
83
Properties=species:S:1:pos:R:3 method="wB97M-V/def2-TZVPD" e_homo_ev=-11.040 total_energy_ev=-112186.624 orbital_gap_ev=7.390 total_charge=+1 relative_energy_kcal_mol=65.7
Sc -0.43 0.02 -0.24
C -2.17 -2.72 -0.27
C -2.79 -2.59 1.14
C -2.15 -1.69 2.20
C -2.74 -1.90 3.59
C -2.18 -1.39 4.69
C -0.86 -0.67 4.69
C -1.51 0.46 2.50
N -2.34 -0.27 1.86
N -1.98 -1.49 -1.11
C -1.27 -1.91 -2.36
C 0.21 -2.15 -2.20
C 0.84 -3.23 -2.79
C 2.22 -3.30 -2.78
C 2.94 -2.32 -2.12
C 2.24 -1.30 -1.49
N 0.91 -1.20 -1.56
C -3.28 -0.88 -1.46
C -3.45 0.54 -0.95
C -4.68 1.17 -1.08
C -4.81 2.48 -0.66
C -3.70 3.13 -0.13
C -2.52 2.43 -0.04
N -2.39 1.15 -0.43
H -2.83 -3.40 -0.83
H -1.21 -3.21 -0.17
H -2.78 -3.61 1.54
H -3.83 -2.27 1.07
H -3.67 -2.46 3.66
H -2.65 -1.54 5.65
H -0.09 -1.37 5.04
H -1.56 1.54 2.45
H -1.36 -1.10 -3.08
H -1.73 -2.82 -2.78
H 0.25 -3.99 -3.29
H 2.73 -4.13 -3.26
H 4.02 -2.35 -2.06
H 2.76 -0.53 -0.94
H -4.10 -1.49 -1.07
H -3.40 -0.85 -2.54
H -5.52 0.64 -1.50
H -5.76 2.99 -0.74
H -3.75 4.16 0.20
H -1.62 2.90 0.34
C 2.37 1.97 4.48
C 1.10 1.20 4.50
N 0.35 1.24 5.53
N -0.86 0.54 5.49
C -0.44 -0.24 3.28
S -0.33 -1.90 2.42
N 0.78 0.46 3.34
N 1.40 0.66 2.09
H 2.52 2.39 5.47
H 2.34 2.80 3.77
H 3.22 1.33 4.23
H -1.19 0.41 6.44
H 1.78 1.60 2.02
H 2.16 -0.01 1.99
F 2.16 -2.56 2.08
Te 1.70 -3.84 0.59
F 1.25 -5.46 -0.35
F -0.14 -4.11 1.45
F 3.59 -4.01 0.38
F 2.05 -5.04 1.97
O 0.07 -1.43 0.98
O 0.63 1.77 -0.45
C 0.53 1.73 -1.74
O -0.35 1.02 -2.28
C 1.55 2.44 -2.56
C 2.24 1.72 -3.52
C 3.24 2.35 -4.23
C 3.57 3.67 -4.03
C 2.85 4.36 -3.08
C 1.86 3.77 -2.32
N 3.17 5.79 -2.83
O 2.45 6.39 -2.07
O 4.14 6.24 -3.41
N 4.00 1.56 -5.23
O 4.80 2.16 -5.91
O 3.77 0.37 -5.28
H 2.00 0.68 -3.73
H 4.35 4.15 -4.60
H 1.33 4.36 -1.57

---

# 2
83
Properties=species:S:1:pos:R:3 method="wB97M-V/def2-TZVPD" e_homo_ev=-10.674 total_energy_ev=-112184.896 orbital_gap_ev=7.051 total_charge=+1 relative_energy_kcal_mol=105.5
Sc 0.17 0.47 -0.10
C -0.33 2.72 2.20
C 0.84 2.31 3.12
C 1.45 0.92 3.02
C 2.34 0.60 4.20
C 2.77 -0.62 4.46
C 2.36 -1.85 3.70
C 2.44 -0.47 1.55
N 2.23 0.76 1.81
N -0.14 2.64 0.73
C -1.44 2.97 0.11
C -2.45 1.84 0.14
C -3.78 2.05 0.47
C -4.70 1.01 0.33
C -4.24 -0.23 -0.10
C -2.88 -0.37 -0.36
N -2.02 0.64 -0.28
C 0.90 3.59 0.29
C 2.08 2.93 -0.38
C 3.21 3.69 -0.71
C 4.26 3.08 -1.38
C 4.15 1.74 -1.70
C 3.00 1.06 -1.33
N 1.99 1.64 -0.68
H -0.59 3.76 2.46
H -1.19 2.11 2.44
H 0.42 2.39 4.13
H 1.66 3.03 3.04
H 2.64 1.43 4.82
H 3.42 -0.80 5.31
H 1.58 -2.38 4.29
H 3.10 -0.77 0.74
H -1.26 3.18 -0.95
H -1.88 3.85 0.59
H -4.12 3.02 0.81
H -5.74 1.17 0.55
H -4.91 -1.06 -0.21
H -2.47 -1.33 -0.69
H 1.26 4.18 1.14
H 0.48 4.31 -0.43
H 3.26 4.74 -0.45
H 5.14 3.64 -1.64
H 4.94 1.23 -2.23
H 2.87 0.01 -1.59
C 1.84 -5.00 0.98
C 2.15 -3.79 1.80
N 3.13 -3.83 2.62
N 3.45 -2.75 3.38
C 1.71 -1.48 2.36
S 0.21 -0.47 2.93
N 1.37 -2.65 1.63
N 0.47 -2.43 0.56
H 2.48 -5.81 1.33
H 2.05 -4.84 -0.08
H 0.80 -5.29 1.10
H 4.03 -3.03 4.16
H 0.74 -2.99 -0.25
H -0.47 -2.72 0.86
F -1.72 -1.96 2.68
Te -2.83 -0.18 2.58
F -3.95 1.34 3.32
F -1.42 0.70 3.93
F -4.26 -1.53 2.21
F -3.23 -0.85 4.30
O -0.40 -0.10 1.61
O 0.41 -0.77 -1.67
C -0.17 0.05 -2.45
O -0.28 1.25 -2.14
C -0.82 -0.49 -3.69
C -2.18 -0.26 -3.87
C -2.84 -0.83 -4.95
C -2.16 -1.62 -5.87
C -0.81 -1.82 -5.68
C -0.13 -1.29 -4.59
N -0.06 -2.65 -6.62
O 1.14 -2.69 -6.47
O -0.69 -3.22 -7.47
N -4.27 -0.60 -5.09
O -4.80 -1.02 -6.09
O -4.82 -0.03 -4.18
H -2.73 0.36 -3.17
H -2.68 -2.04 -6.72
H 0.93 -1.48 -4.47

---

# 3
66
Properties=species:S:1:pos:R:3 method="wB97M-V/def2-TZVPD" e_homo_ev="-7.946 / -7.964" total_energy_ev=-184019.516 orbital_gap_ev="6.691 / 7.669" multiplicity=5 s2=6.3941
Mn 0.32 -0.35 0.08
O -3.47 -1.92 -1.63
C -4.20 -1.78 -0.51
C -5.50 -2.29 -0.53
C -6.31 -2.20 0.58
C -5.85 -1.59 1.74
C -4.57 -1.08 1.77
C -3.73 -1.16 0.66
C -2.36 -0.60 0.75
O -1.54 -0.83 -0.27
N -2.02 0.05 1.82
N -0.69 0.43 1.74
C -0.12 0.90 2.78
C 1.28 1.27 2.81
C 1.74 1.83 4.01
C 3.04 2.26 4.17
C 3.92 2.15 3.09
C 3.50 1.59 1.91
C 2.18 1.12 1.72
O 1.89 0.58 0.55
H -2.57 -1.61 -1.43
H -5.84 -2.76 -1.45
H -7.32 -2.61 0.54
H -6.48 -1.52 2.62
H -4.19 -0.60 2.66
H -0.70 1.01 3.70
H 1.04 1.92 4.84
H 3.36 2.69 5.11
H 4.94 2.50 3.19
H 4.17 1.51 1.07
C 4.12 -4.66 0.67
Ge 3.48 -2.96 -0.09
C 3.62 -3.00 -2.05
C 4.63 -1.49 0.51
Ge 1.15 -2.68 0.58
C -0.02 -4.02 -0.26
C -1.40 -4.05 -0.04
C -2.20 -5.01 -0.66
C -1.63 -5.95 -1.50
C -0.26 -5.93 -1.73
C 0.53 -4.97 -1.12
C 0.92 -2.58 2.52
C 2.03 -2.31 3.32
C 1.89 -2.12 4.69
C 0.63 -2.19 5.28
C -0.48 -2.47 4.49
C -0.34 -2.66 3.13
H 5.15 -4.85 0.34
H 3.50 -5.50 0.38
H 4.12 -4.61 1.76
H 4.68 -2.93 -2.32
H 3.11 -2.15 -2.50
H 3.22 -3.92 -2.48
H 5.67 -1.80 0.39
H 4.47 -1.19 1.54
H 4.46 -0.62 -0.13
H -1.88 -3.32 0.59
H -3.26 -5.01 -0.48
H -2.25 -6.70 -1.98
H 0.20 -6.66 -2.39
H 1.60 -4.97 -1.31
H 3.01 -2.23 2.88
H 2.76 -1.90 5.30
H 0.52 -2.04 6.35
H -1.46 -2.53 4.94
H -1.22 -2.85 2.54

---

# 4
73
Properties=species:S:1:pos:R:3 method="wB97M-V/def2-TZVPD" e_homo_ev=-5.685 total_energy_ev=-128689.995 orbital_gap_ev=3.911 relative_energy_kcal_mol=0.0
Hf -0.18 0.01 0.27
C -1.59 -3.22 3.11
C -1.04 -2.00 2.42
N -1.03 -1.83 1.15
N -1.53 -2.78 0.30
C -1.38 -2.33 -0.92
O -0.88 -1.25 -1.33
C -1.86 -3.19 -2.08
C -2.45 -4.43 -1.78
C -2.92 -5.27 -2.79
C -2.81 -4.89 -4.13
C -2.23 -3.66 -4.45
C -1.76 -2.82 -3.43
C -0.45 -0.88 3.23
C -0.39 -0.92 4.61
C 0.18 0.17 5.28
C 0.66 1.25 4.55
C 0.56 1.21 3.17
N 0.02 0.17 2.50
H -1.98 -3.95 2.40
H -2.40 -2.92 3.78
H -0.80 -3.70 3.69
H -2.54 -4.74 -0.74
H -3.36 -6.23 -2.53
H -3.17 -5.54 -4.92
H -2.14 -3.35 -5.48
H -1.31 -1.86 -3.70
H -0.77 -1.76 5.18
H 0.24 0.17 6.37
H 1.10 2.11 5.04
H 0.92 2.02 2.55
C -3.31 0.47 3.49
C -3.40 1.84 3.63
C -2.59 2.67 2.84
C -1.71 2.11 1.91
N -1.63 0.75 1.78
C -2.42 -0.03 2.56
C -0.81 2.92 1.03
C -0.77 4.31 1.04
C 0.09 5.00 0.18
C 0.91 4.28 -0.68
C 0.82 2.90 -0.64
N -0.01 2.22 0.18
H -3.92 -0.20 4.08
H -4.09 2.28 4.35
H -2.68 3.74 2.97
H -2.30 -1.10 2.40
H -1.40 4.90 1.70
H 0.12 6.08 0.19
H 1.59 4.78 -1.36
H 1.44 2.28 -1.29
C 2.65 -0.05 -4.35
N 3.69 0.43 -3.44
C 4.96 0.75 -3.76
C 5.61 1.16 -2.62
N 4.74 1.10 -1.59
C 5.02 1.45 -0.20
C 3.58 0.66 -2.11
Se 2.11 0.41 -1.18
H 3.05 -0.13 -5.38
H 1.80 0.66 -4.35
H 2.30 -1.05 -4.02
H 5.38 0.68 -4.76
H 6.64 1.48 -2.55
H 6.08 1.79 -0.09
H 4.86 0.57 0.45
H 4.35 2.28 0.12
O -1.72 1.49 -3.40
S -0.97 0.64 -2.47
O 0.37 1.23 -2.23
O -1.69 0.55 -1.19
O -0.81 -0.71 -3.04
H 1.38 -1.15 0.50

---

Repeat the third record exactly.
66
Properties=species:S:1:pos:R:3 method="wB97M-V/def2-TZVPD" e_homo_ev="-7.946 / -7.964" total_energy_ev=-184019.516 orbital_gap_ev="6.691 / 7.669" multiplicity=5 s2=6.3941
Mn 0.32 -0.35 0.08
O -3.47 -1.92 -1.63
C -4.20 -1.78 -0.51
C -5.50 -2.29 -0.53
C -6.31 -2.20 0.58
C -5.85 -1.59 1.74
C -4.57 -1.08 1.77
C -3.73 -1.16 0.66
C -2.36 -0.60 0.75
O -1.54 -0.83 -0.27
N -2.02 0.05 1.82
N -0.69 0.43 1.74
C -0.12 0.90 2.78
C 1.28 1.27 2.81
C 1.74 1.83 4.01
C 3.04 2.26 4.17
C 3.92 2.15 3.09
C 3.50 1.59 1.91
C 2.18 1.12 1.72
O 1.89 0.58 0.55
H -2.57 -1.61 -1.43
H -5.84 -2.76 -1.45
H -7.32 -2.61 0.54
H -6.48 -1.52 2.62
H -4.19 -0.60 2.66
H -0.70 1.01 3.70
H 1.04 1.92 4.84
H 3.36 2.69 5.11
H 4.94 2.50 3.19
H 4.17 1.51 1.07
C 4.12 -4.66 0.67
Ge 3.48 -2.96 -0.09
C 3.62 -3.00 -2.05
C 4.63 -1.49 0.51
Ge 1.15 -2.68 0.58
C -0.02 -4.02 -0.26
C -1.40 -4.05 -0.04
C -2.20 -5.01 -0.66
C -1.63 -5.95 -1.50
C -0.26 -5.93 -1.73
C 0.53 -4.97 -1.12
C 0.92 -2.58 2.52
C 2.03 -2.31 3.32
C 1.89 -2.12 4.69
C 0.63 -2.19 5.28
C -0.48 -2.47 4.49
C -0.34 -2.66 3.13
H 5.15 -4.85 0.34
H 3.50 -5.50 0.38
H 4.12 -4.61 1.76
H 4.68 -2.93 -2.32
H 3.11 -2.15 -2.50
H 3.22 -3.92 -2.48
H 5.67 -1.80 0.39
H 4.47 -1.19 1.54
H 4.46 -0.62 -0.13
H -1.88 -3.32 0.59
H -3.26 -5.01 -0.48
H -2.25 -6.70 -1.98
H 0.20 -6.66 -2.39
H 1.60 -4.97 -1.31
H 3.01 -2.23 2.88
H 2.76 -1.90 5.30
H 0.52 -2.04 6.35
H -1.46 -2.53 4.94
H -1.22 -2.85 2.54